Entry 1:
# C5H7N3O2

A cluster of 2 separate species, C5H7N3O2 in total (ωB97M-V/def2-TZVPD, OMol25).

For the HOMO-LUMO gap (alpha / beta), the calculation gives 8.06 / 5.75 eV. As for the spin multiplicity: 1. The calculation puts the relative energy (zero: lowest compared OMol25 entry of this formula, charge and spin) at 135.3 kcal/mol. For the largest force on an atom, the calculation gives 3.06 eV Å⁻¹. As for the charge: 0.

XYZ file:
```
17
Properties=species:S:1:pos:R:3:forces:R:3
C -1.674103 -0.448630 0.624511 1.8 -0.2 -1.2
C -0.531235 0.247513 0.962323 1.2 0.6 0.4
C -1.763666 -1.144732 -0.634696 1.7 1.5 -1.6
C 0.245287 -0.153784 -1.342684 0.2 2.3 0.5
C 0.532288 0.401664 0.040975 -2.4 -1.6 0.1
N -0.856565 -0.969498 -1.560794 -1.7 -1.6 0.7
N 1.708087 0.952719 0.241616 2.1 0.1 -2.2
N 0.950064 -2.005451 1.102792 0.9 2.2 -1.5
O 0.012525 -2.598851 1.500447 -0.5 -1.3 1.0
O 2.108014 -1.948021 1.471090 -0.5 -0.7 0.4
H -2.326570 -0.695582 1.369328 -1.9 -0.3 1.8
H -0.267703 0.577409 1.986498 -0.8 -0.2 -0.5
H -2.575190 -1.751659 -1.007245 -0.4 -0.2 0.8
H 0.201980 0.633798 -2.111369 -0.3 0.6 0.3
H 1.128757 -0.585484 -1.676568 1.8 -1.6 -0.6
H 2.229205 1.237281 1.042762 -0.7 -0.1 1.0
H 2.369443 0.760265 -0.527418 -0.5 0.3 0.6
```
Positions in Å, forces in eV/Å.

***

Entry 2:
# C4H11NO

A cluster of 2 separate species, C4H11NO in total (ωB97M-V/def2-TZVPD, OMol25).

For the HOMO-LUMO gap, the calculation gives 9.65 eV. As for the spin multiplicity: 1. The calculation puts the relative energy (zero: lowest compared OMol25 entry of this formula, charge and spin) at 46.0 kcal/mol. For the largest force on an atom, the calculation gives 3.65 eV Å⁻¹. Its SMILES is C1CCNC1.O. As for the charge: 0.

XYZ file:
```
17
Properties=species:S:1:pos:R:3:forces:R:3
N -2.472343 0.746189 1.050611 0.2 0.7 -0.7
C -1.100047 0.326616 1.378073 1.1 1.9 -2.9
C -0.315609 0.494522 -0.023875 -0.8 2.2 0.7
C -1.377642 0.109690 -1.045470 -1.9 0.9 2.5
C -2.605489 1.026602 -0.431477 0.6 -0.5 0.2
H -2.651223 1.603053 1.530192 -0.3 0.5 0.4
H -0.596657 0.894968 2.169977 -0.4 -0.2 -0.1
H -1.151080 -0.686305 1.570981 0.3 -2.2 0.9
H 0.076679 1.551139 -0.120240 -0.7 -0.9 0.0
H 0.524578 -0.099895 -0.173811 1.6 -1.3 0.3
H -1.257590 0.241799 -2.087210 0.6 0.6 -1.0
H -1.435677 -0.984567 -0.873141 -1.0 0.5 -0.2
H -2.416294 2.175237 -0.695661 -0.4 -2.4 0.4
H -3.670957 0.729196 -0.644712 1.3 0.4 -0.5
H 6.411281 -2.912881 -1.190073 1.8 1.3 0.9
H 6.914787 -2.792534 0.234454 0.4 0.5 -0.5
O 7.123284 -2.422830 -0.648619 -2.2 -1.8 -0.5
```
Positions in Å, forces in eV/Å.

***

Q: What is the relative energy (zero: lowest compared OMol25 entry of this formula, charge and spin) in the first record?
A: 135.3 kcal/mol

***

Q: Look up the largest force on an atom of the second one.
A: 3.65 eV Å⁻¹

***

Q: Among the records above, which one has the highest relative energy (zero: lowest compared OMol25 entry of this formula, charge and spin)?
A: C5H7N3O2

***

Q: Look up the largest force on an atom of the first one.
A: 3.06 eV Å⁻¹